C22H68AsF6N16O10 as an isolated structure in a non-equilibrium geometry. Source: the OMol25 dataset; level of theory: ωB97M-V/def2-TZVPD.

Element x y z (Å)
As1 0.87 0.35 0.18
F1 1.08 -0.91 1.53
F2 -0.45 1.07 1.02
F3 0.76 1.55 -1.21
F4 2.15 -0.66 -0.57
F5 -0.30 -0.78 -0.64
F6 2.12 1.39 0.97
C1 -2.81 5.06 -4.61
C2 -3.76 3.91 -4.81
C3 -3.60 3.31 -6.20
O1 -3.92 4.17 -7.22
C4 -5.35 4.17 -7.42
N1 -3.32 2.86 -3.86
H1 -3.13 5.91 -5.20
H2 -1.80 4.79 -4.93
H3 -2.68 5.31 -3.55
H4 -4.72 4.31 -4.47
H5 -3.96 2.28 -6.27
H6 -2.53 3.10 -6.29
H7 -5.62 4.32 -8.47
H8 -5.79 4.78 -6.64
H9 -5.83 3.23 -7.15
H10 -2.37 2.73 -4.20
H11 -3.29 3.05 -2.87
C5 5.34 4.28 3.76
C6 6.43 3.28 3.13
C7 6.62 2.03 3.97
O2 6.78 2.43 5.34
C8 6.59 1.41 6.27
N2 5.90 3.02 1.85
H12 4.34 3.89 3.90
H13 5.31 5.17 3.13
H14 5.68 4.71 4.70
H15 7.42 3.72 3.12
H16 7.51 1.47 3.69
H17 5.75 1.38 3.85
H18 5.72 0.76 6.11
H19 6.54 1.77 7.30
H20 7.38 0.67 6.16
H21 4.98 2.67 2.08
H22 5.51 3.90 1.53
C9 -2.72 -2.25 5.31
C10 -3.13 -0.77 5.55
C11 -4.37 -0.39 4.70
O3 -4.65 0.94 5.04
C12 -5.67 1.40 4.18
N3 -3.46 -0.65 6.90
H23 -3.25 -3.00 5.90
H24 -1.66 -2.41 5.53
H25 -3.01 -2.48 4.29
H26 -2.26 -0.13 5.37
H27 -5.19 -1.10 4.84
H28 -4.23 -0.53 3.62
H29 -5.37 2.44 4.04
H30 -6.60 1.28 4.74
H31 -5.97 0.96 3.23
H32 -3.55 0.35 7.05
H33 -4.39 -1.01 7.07
C13 0.93 -10.32 -1.36
C14 1.28 -9.04 -2.15
C15 2.76 -8.65 -2.06
O4 2.99 -7.31 -2.68
C16 2.58 -6.14 -1.97
N4 0.98 -9.36 -3.54
H34 -0.08 -10.64 -1.62
H35 1.03 -10.03 -0.31
H36 1.53 -11.20 -1.62
H37 0.64 -8.24 -1.78
H38 3.49 -9.31 -2.53
H39 2.99 -8.49 -1.01
H40 3.02 -6.17 -0.97
H41 1.50 -6.16 -1.84
H42 2.78 -5.20 -2.47
H43 1.34 -10.30 -3.65
H44 0.00 -9.63 -3.51
C17 3.32 -0.40 -5.97
O5 3.30 -1.59 -6.33
N5 3.70 0.15 -4.85
N6 2.82 0.60 -6.59
H45 3.53 1.11 -4.59
H46 3.97 -0.52 -4.15
H47 2.51 1.44 -6.12
H48 2.40 0.36 -7.47
C18 -6.23 -2.08 -0.37
O6 -5.94 -3.03 0.35
N7 -7.42 -1.66 -0.77
N8 -5.37 -1.26 -0.89
H49 -7.64 -0.77 -1.19
H50 -8.16 -2.26 -0.43
H51 -5.55 -0.57 -1.60
H52 -4.40 -1.39 -0.61
C19 -1.55 6.05 4.34
O7 -1.83 6.73 3.34
N9 -1.27 6.52 5.48
N10 -1.34 4.76 4.34
H53 -1.21 7.47 5.81
H54 -0.97 5.88 6.19
H55 -1.66 4.20 3.56
H56 -1.08 4.32 5.21
C20 5.36 -3.75 2.68
O8 6.28 -4.08 3.41
N11 5.47 -3.03 1.62
N12 4.07 -3.88 2.97
H57 6.37 -3.07 1.15
H58 4.66 -2.55 1.26
H59 3.95 -4.60 3.68
H60 3.31 -3.52 2.41
C21 -2.31 -3.40 -5.21
O9 -1.82 -4.02 -6.11
N13 -2.47 -2.17 -5.24
N14 -2.84 -3.91 -4.13
H61 -2.25 -1.74 -6.13
H62 -2.92 -1.67 -4.48
H63 -3.25 -3.39 -3.37
H64 -2.86 -4.91 -3.98
C22 1.80 7.07 0.09
O10 2.85 6.86 -0.55
N15 0.86 6.21 0.29
N16 1.64 8.13 0.83
H65 0.08 6.43 0.89
H66 0.98 5.37 -0.26
H67 2.37 8.82 0.75
H68 0.88 8.39 1.43

Properties
**LUMO level**: 1.583 eV
**Energy above the lowest of the compared OMol25 structures with the same formula, charge and spin**: 800.8 kJ/mol
**Net charge**: -1
**Spin multiplicity**: 1


A 12-piece molecular cluster, C22H68N8O12 overall in a non-equilibrium geometry. Source: the OMol25 dataset; level of theory: ωB97M-V/def2-TZVPD.

Element x y z (Å)
N1 1.05 4.45 1.02
C1 1.13 3.19 1.32
N2 1.77 2.95 2.39
O1 0.83 2.15 0.41
H1 0.45 4.60 0.18
H2 1.22 5.17 1.68
H3 1.83 2.01 2.67
H4 2.02 3.66 3.10
N3 2.77 -3.80 2.92
C2 2.29 -2.86 2.20
N4 0.99 -3.11 1.98
O2 2.98 -1.85 1.66
H5 3.73 -3.79 3.35
H6 2.33 -4.80 3.07
H7 0.69 -2.55 1.22
H8 0.50 -4.03 2.16
N5 -3.28 -3.19 3.54
C3 -2.97 -2.63 2.41
N6 -3.44 -1.43 2.22
O3 -2.25 -3.22 1.38
H9 -3.11 -4.25 3.75
H10 -3.61 -2.63 4.31
H11 -3.40 -1.01 1.27
H12 -4.12 -0.99 2.90
N7 2.73 -0.91 -1.90
C4 3.50 -1.98 -1.93
N8 3.44 -2.75 -0.88
O4 4.50 -2.14 -2.81
H13 2.76 -0.17 -2.63
H14 1.95 -0.89 -1.24
H15 4.20 -3.44 -0.77
H16 3.12 -2.44 0.06
C5 -1.55 2.29 3.66
C6 -2.19 2.13 2.23
C7 -3.69 2.09 2.26
O5 -1.92 3.10 1.50
H17 -1.81 1.46 4.32
H18 -2.13 3.18 4.07
H19 -0.54 2.47 3.52
H20 -1.67 1.19 1.95
H21 -4.13 2.81 2.81
H22 -4.03 1.19 2.82
H23 -4.29 2.12 1.33
H24 -1.01 3.28 1.45
C8 -6.13 -0.24 -0.21
C9 -4.71 -0.58 -0.64
C10 -4.50 -0.29 -2.17
O6 -3.77 -0.01 -0.01
H25 -6.93 -0.78 -0.82
H26 -6.43 0.84 -0.30
H27 -6.26 -0.50 0.82
H28 -4.54 -1.65 -0.42
H29 -3.48 -0.55 -2.45
H30 -4.65 0.76 -2.29
H31 -5.24 -0.80 -2.78
H32 -3.32 0.67 -0.54
C11 -0.53 -1.41 -3.64
C12 -0.45 -2.71 -2.91
C13 -1.87 -3.23 -2.56
O7 0.28 -3.56 -3.36
H33 -0.54 -0.64 -2.89
H34 -1.37 -1.39 -4.29
H35 0.40 -1.26 -4.16
H36 0.08 -2.47 -1.99
H37 -2.41 -3.45 -3.46
H38 -2.56 -2.54 -2.00
H39 -1.74 -4.08 -1.88
H40 0.67 -4.07 -2.64
C14 6.47 0.89 0.76
C15 5.09 0.51 0.37
C16 3.91 1.23 1.04
O8 4.96 0.55 -0.88
H41 6.47 1.94 0.77
H42 7.08 0.35 -0.03
H43 6.80 0.57 1.72
H44 4.89 -0.55 0.67
H45 4.05 2.32 0.83
H46 3.88 1.04 2.11
H47 2.95 0.94 0.50
H48 4.38 -0.10 -1.14
C17 0.90 1.77 -4.76
C18 1.97 1.89 -3.66
C19 1.43 1.83 -2.22
O9 2.91 1.14 -3.76
H49 0.29 0.87 -4.95
H50 1.34 2.15 -5.72
H51 0.16 2.49 -4.34
H52 2.46 2.88 -3.79
H53 2.17 2.11 -1.49
H54 0.97 0.91 -2.04
H55 0.57 2.60 -2.18
H56 3.67 1.71 -3.91
C20 -1.97 2.07 -2.43
O10 -2.46 2.60 -1.15
H57 -2.73 1.52 -2.89
H58 -1.20 1.38 -2.41
H59 -1.77 2.87 -3.08
H60 -1.73 3.08 -0.80
C21 0.80 -0.36 4.06
O11 1.48 0.07 2.95
H61 -0.23 -0.64 3.78
H62 0.90 0.43 4.76
H63 1.31 -1.19 4.49
H64 2.25 -0.44 2.69
C22 -0.64 -0.90 0.20
O12 0.72 -0.57 -0.18
H65 -0.66 -0.69 1.30
H66 -0.85 -1.98 0.13
H67 -1.43 -0.43 -0.37
H68 0.77 0.38 -0.26

Properties
**SMILES**: NC(N)=O.NC(N)=O.NC(N)=O.NC(N)=O.CC(C)O.CC(C)O.CC(C)O.CC(C)O.CC(C)O.CO.CO.CO
**LUMO level**: 0.104 eV
**Energy above the lowest of the compared OMol25 structures with the same formula, charge and spin**: 660.2 kJ/mol
**Net charge**: 0
**Spin multiplicity**: 1


A 15-piece molecular cluster, C22H72O19 overall. Source: the OMol25 dataset; level of theory: ωB97M-V/def2-TZVPD.

Element x y z (Å)
C1 4.47 -2.17 -0.49
C2 4.06 -0.78 -1.04
C3 4.32 -0.65 -2.54
O1 3.41 0.18 -3.27
O2 3.01 1.28 -2.43
C4 1.84 1.75 -2.93
O3 1.49 1.69 -4.07
O4 1.16 2.37 -1.95
C5 0.99 1.63 -0.73
C6 0.34 0.29 -0.96
O5 -0.92 0.48 -1.52
C7 -1.55 -0.73 -1.92
C8 -0.98 -1.32 -3.21
H1 3.62 -2.61 0.01
H2 4.76 -2.85 -1.30
H3 5.29 -2.09 0.23
H4 3.00 -0.64 -0.82
H5 4.59 0.00 -0.50
H6 4.20 -1.62 -3.01
H7 5.34 -0.32 -2.72
H8 1.92 1.53 -0.18
H9 0.32 2.25 -0.11
H10 0.26 -0.20 0.03
H11 0.99 -0.35 -1.57
H12 -1.54 -1.45 -1.10
H13 -2.60 -0.48 -2.09
H14 0.10 -1.44 -3.17
H15 -1.42 -2.30 -3.38
H16 -1.20 -0.65 -4.04
C9 3.16 -1.67 3.32
O6 2.61 -2.69 2.48
H17 4.08 -2.08 3.74
H18 3.39 -0.77 2.75
H19 2.48 -1.42 4.13
H20 1.79 -2.36 2.09
C10 8.78 0.86 -2.12
O7 7.46 0.33 -1.98
H21 9.35 0.17 -2.73
H22 8.76 1.84 -2.61
H23 9.27 0.95 -1.15
H24 6.96 0.94 -1.44
C11 3.83 2.52 2.17
O8 2.87 1.46 2.18
H25 4.71 2.15 1.65
H26 3.44 3.39 1.62
H27 4.11 2.82 3.17
H28 2.09 1.79 2.64
C12 -4.90 -2.13 -0.85
O9 -4.00 -1.65 0.15
H29 -4.70 -1.58 -1.77
H30 -4.74 -3.19 -1.04
H31 -5.93 -1.96 -0.55
H32 -4.19 -2.13 0.95
C13 -2.30 -5.83 -0.62
O10 -3.17 -4.89 0.02
H33 -2.86 -6.25 -1.45
H34 -1.40 -5.34 -1.01
H35 -2.01 -6.63 0.06
H36 -2.69 -4.50 0.75
C14 13.03 -0.26 -2.51
O11 11.91 0.53 -2.10
H37 12.69 -0.87 -3.34
H38 13.86 0.36 -2.84
H39 13.37 -0.92 -1.70
H40 12.19 1.08 -1.36
C15 -0.25 5.74 -2.78
O12 0.05 5.03 -1.58
H41 -0.34 6.79 -2.51
H42 0.55 5.63 -3.51
H43 -1.19 5.40 -3.22
H44 0.13 4.10 -1.81
C16 7.04 4.69 2.35
O13 6.26 4.19 3.43
H45 6.36 4.90 1.53
H46 7.56 5.61 2.63
H47 7.77 3.95 2.02
H48 6.85 3.99 4.17
C17 -8.65 -2.77 0.25
O14 -7.77 -2.31 1.27
H49 -8.44 -2.19 -0.65
H50 -8.50 -3.83 0.04
H51 -9.70 -2.60 0.54
H52 -7.95 -2.81 2.06
C18 -9.91 -1.87 4.51
O15 -9.52 -3.24 4.48
H53 -10.28 -1.62 3.52
H54 -10.71 -1.69 5.24
H55 -9.06 -1.22 4.75
H56 -9.19 -3.48 5.36
C19 -8.33 -6.30 -1.78
O16 -7.45 -5.89 -0.74
H57 -8.09 -5.70 -2.66
H58 -8.20 -7.35 -2.03
H59 -9.38 -6.12 -1.52
H60 -7.65 -6.41 0.04
C20 2.03 5.49 4.25
O17 3.13 5.10 5.07
H61 1.20 5.74 4.91
H62 2.27 6.38 3.66
H63 1.72 4.68 3.59
H64 3.88 4.90 4.49
C21 -11.60 -6.19 3.82
O18 -10.22 -6.32 4.15
H65 -12.10 -7.09 4.18
H66 -12.05 -5.32 4.31
H67 -11.75 -6.11 2.74
H68 -9.78 -5.52 3.85
C22 0.03 9.57 -3.89
O19 -0.60 10.79 -3.50
H69 0.89 9.83 -4.50
H70 0.37 9.01 -3.02
H71 -0.65 8.95 -4.47
H72 -1.36 10.58 -2.96

Properties
**LUMO level**: 0.234 eV
**Net charge**: 0
**Spin multiplicity**: 1


What is the formula in the third record?
C22H72O19


Which value of LUMO level does entry 3 give?
0.234 eV